Record 1
The following is a DFT calculation (wB97M-V/def2-TZVPD) of a structure of composition C45H48I2N5NiO in a non-equilibrium geometry.

Geometry as ORCA input:
```
! RIJCOSX wB97M-V def2-TZVPD def2/J DEFGRID3
* xyz -1 3
Ni -0.302 -0.113 -0.303
C -5.729 -3.377 -0.749
C -4.395 -3.766 -1.388
C -3.250 -3.155 -0.649
C -2.472 -3.718 0.316
C -2.557 -5.094 0.888
C -3.383 -5.101 2.177
C -1.504 -2.708 0.703
C -0.474 -2.915 1.611
C 0.559 -2.036 1.910
C 1.633 -2.311 2.841
C 1.741 -3.545 3.670
C 0.766 -3.484 4.847
C 2.436 -1.210 2.842
C 1.862 -0.284 1.888
C 2.415 0.947 1.557
C 1.915 1.840 0.619
N 0.826 1.631 -0.159
C 0.658 2.741 -0.921
C -0.399 2.983 -1.786
C -1.466 2.131 -2.035
N -1.589 0.867 -1.560
C -2.760 0.373 -2.025
C -3.267 -0.894 -1.759
C -2.751 -1.807 -0.848
N -1.718 -1.571 -0.003
C -3.429 1.375 -2.826
C -2.638 2.485 -2.810
C -2.913 3.822 -3.427
C -2.275 3.949 -4.812
C -4.802 1.219 -3.390
C -5.846 1.454 -2.294
C 1.710 3.695 -0.638
C 2.494 3.137 0.329
C 3.683 3.739 1.004
C 3.288 4.537 2.252
C 1.861 5.024 -1.301
C 0.995 6.092 -0.628
N 0.724 -0.804 1.366
C 3.616 -0.903 3.703
C 3.176 -0.025 4.878
H -6.569 -3.805 -1.292
H -5.831 -2.295 -0.739
H -5.765 -3.731 0.278
H -4.378 -3.432 -2.428
H -4.299 -4.855 -1.382
H -1.551 -5.470 1.090
H -3.014 -5.766 0.157
H -2.937 -4.431 2.910
H -3.434 -6.103 2.603
H -4.396 -4.757 1.978
H -0.433 -3.885 2.088
H 2.760 -3.650 4.048
H 1.523 -4.424 3.060
H 0.997 -2.630 5.481
H 0.819 -4.388 5.452
H -0.251 -3.363 4.482
H 3.320 1.229 2.077
H -0.420 3.945 -2.279
H -4.148 -1.192 -2.311
H -2.533 4.615 -2.775
H -3.994 3.961 -3.515
H -1.203 3.791 -4.744
H -2.464 4.936 -5.234
H -2.685 3.197 -5.483
H -4.925 0.213 -3.802
H -4.959 1.930 -4.206
H -5.697 0.744 -1.483
H -6.856 1.345 -2.687
H -5.738 2.456 -1.880
H 4.199 4.400 0.301
H 4.385 2.951 1.290
H 2.636 5.366 1.989
H 4.171 4.945 2.748
H 2.752 3.897 2.952
H 1.575 4.939 -2.354
H 2.910 5.334 -1.265
H -0.052 5.804 -0.658
H 1.116 7.053 -1.126
H 1.282 6.205 0.414
H 4.385 -0.381 3.127
H 4.061 -1.824 4.086
H 2.727 0.894 4.507
H 4.018 0.225 5.521
H 2.426 -0.542 5.472
I 0.792 -4.621 -1.126
C 2.185 -3.057 -0.894
C 3.453 -3.318 -0.419
C 4.376 -2.300 -0.352
I 6.265 -2.736 0.529
C 4.111 -1.032 -0.882
C 5.045 0.013 -1.033
C 4.679 1.160 -1.686
C 3.373 1.268 -2.176
N 2.470 0.339 -2.008
C 2.797 -0.786 -1.375
C 1.738 -1.776 -1.267
O 0.539 -1.515 -1.551
H 3.708 -4.315 -0.093
H 6.057 -0.107 -0.665
H 5.383 1.967 -1.833
H 3.064 2.143 -2.736
*
```

LUMO energy (spin up / spin down) = 1.898 / 1.923 eV
expectation value of S² = 2.007
energy relative to the best compared isomer or geometry (same formula, charge and spin) = 0.00 kcal per mole

Atomic partial charges in e from the Löwdin method, atoms 1 to 8: number 1, Ni, carries 0.710; number 2, C, carries -0.088; number 3, C, carries -0.192; number 4, C, carries -0.135; number 5, C, carries -0.175; number 6, C, carries -0.209; number 7, C, carries -0.085; number 8, C, carries -0.271

***

Record 2
The following is a DFT calculation (wB97M-V/def2-TZVPD) of the molecule C6H12N2O5 in a non-equilibrium geometry.

Geometry as ORCA input:
```
! RIJCOSX wB97M-V def2-TZVPD def2/J DEFGRID3
* xyz 0 1
C 1.580 -0.035 -0.861
C 1.292 0.790 0.550
C 0.807 0.675 -1.960
C -1.014 -0.157 0.547
C -2.389 0.594 0.370
C -1.202 -1.277 1.572
H 2.176 -1.981 -0.390
H 0.795 -1.896 -1.411
H 2.629 0.149 -1.142
H -0.244 0.586 -1.704
H 0.948 0.371 -3.040
H 1.420 2.279 -1.221
H -0.120 0.904 1.973
H -0.872 -0.717 -0.423
H -0.966 -0.806 2.565
H -2.265 -1.663 1.471
H 0.214 -2.226 0.779
H -1.355 2.199 0.714
N 1.291 -1.416 -0.605
N -0.034 0.834 0.936
O 2.295 1.166 1.138
O 1.178 2.002 -2.121
O -3.450 0.093 0.047
O -0.380 -2.379 1.548
O -2.332 1.909 0.666
*
```

LUMO energy = 0.374 eV
energy relative to the best compared isomer or geometry (same formula, charge and spin) = 40.46 kcal per mole

Atomic partial charges in e from the Löwdin method, atoms 1 to 8: number 1, C, carries -0.282; number 2, C, carries -0.374; number 3, C, carries -0.265; number 4, C, carries -0.235; number 5, C, carries -0.454; number 6, C, carries -0.239; number 7, H, carries 0.146; number 8, H, carries 0.135

***

Record 3
The following is a DFT calculation (wB97M-V/def2-TZVPD) of a structure of composition C27H32N3O8Si2V in a non-equilibrium geometry.

Geometry as ORCA input:
```
! RIJCOSX wB97M-V def2-TZVPD def2/J DEFGRID3
* xyz -1 2
V 0.291 0.266 0.736
O 1.452 -2.767 4.225
C 1.312 -1.766 3.310
O 1.956 -1.783 2.291
C 0.302 -0.762 3.655
C -0.083 -0.637 4.946
C -0.920 0.417 5.382
C -1.369 1.295 4.428
C -1.018 1.136 3.099
N -0.130 0.124 2.645
C -1.602 1.886 2.047
O -2.296 3.022 2.289
O -1.498 1.509 0.866
H 2.126 -3.341 3.836
H 0.302 -1.363 5.645
H -1.211 0.521 6.418
H -2.058 2.080 4.716
H -2.148 3.292 3.200
C 3.498 1.385 1.292
Si 3.295 0.368 -0.269
C 3.425 1.413 -1.817
C 4.878 -0.658 -0.275
N 1.790 -0.509 -0.207
C 1.593 -1.871 -0.437
C 2.539 -2.775 -0.920
C 2.262 -4.136 -1.009
C 1.024 -4.613 -0.611
C 0.049 -3.717 -0.181
C 0.292 -2.344 -0.138
N -0.639 -1.353 0.228
Si -2.340 -1.722 0.154
C -3.505 -0.260 0.062
C -2.850 -2.680 1.685
C -2.755 -2.673 -1.416
H 4.442 1.942 1.268
H 3.519 0.705 2.151
H 2.691 2.103 1.435
H 4.395 1.924 -1.840
H 2.647 2.174 -1.879
H 3.353 0.779 -2.707
H 5.702 0.008 0.002
H 5.108 -1.087 -1.255
H 4.837 -1.472 0.457
H 3.517 -2.414 -1.206
H 3.022 -4.819 -1.369
H 0.811 -5.676 -0.631
H -0.912 -4.099 0.138
H -3.677 0.194 1.043
H -4.464 -0.629 -0.317
H -3.145 0.526 -0.605
H -2.459 -2.158 2.566
H -2.451 -3.699 1.702
H -3.940 -2.736 1.775
H -2.419 -2.090 -2.282
H -3.841 -2.791 -1.493
H -2.295 -3.658 -1.490
O 0.830 4.036 -0.343
C 0.471 2.931 -0.690
O 0.766 1.837 -0.032
C -0.347 2.741 -1.936
C -0.707 1.483 -2.397
C -1.475 1.323 -3.555
C -1.850 2.469 -4.206
O -2.595 2.585 -5.352
C -2.698 3.985 -5.618
O -1.990 4.683 -4.599
C -1.487 3.720 -3.753
C -0.736 3.896 -2.626
H -0.383 0.603 -1.859
H -1.761 0.345 -3.920
H -3.748 4.281 -5.605
H -2.253 4.203 -6.590
H -0.444 4.870 -2.256
*
```

LUMO energy (spin up / spin down) = 2.598 / 2.598 eV
expectation value of S² = 0.790
energy relative to the best compared isomer or geometry (same formula, charge and spin) = 12.69 kcal per mole

Atomic partial charges in e from the Löwdin method, atoms 1 to 8: number 1, V, carries 1.003; number 2, O, carries 0.082; number 3, C, carries -0.459; number 4, O, carries 0.104; number 5, C, carries -0.185; number 6, C, carries -0.026; number 7, C, carries -0.095; number 8, C, carries -0.044

***

The following calculated total energy values (in Eh) correspond, in order, to the records above: -4196.49655; -721.50032; -3337.51609.